1.
C12H24Cl4N6O10 | ωB97M-V/def2-TZVPD

Structure (XYZ):
```
56
Properties=species:S:1:pos:R:3
N -0.73 -0.16 2.74
C -1.47 -1.29 2.75
C -1.05 -2.56 2.37
C 0.22 -2.62 1.82
C 1.05 -1.50 1.82
C 0.56 -0.33 2.36
H -2.47 -1.08 3.10
H -1.72 -3.40 2.43
H 0.60 -3.57 1.47
H 2.06 -1.58 1.43
H 1.17 0.56 2.43
C 2.55 -3.03 -2.93
N 1.93 -3.33 -1.60
O 0.82 -2.91 -1.37
O 2.69 -3.94 -0.83
H 1.74 -3.12 -3.66
H 3.27 -3.82 -3.13
H 3.08 -2.08 -2.95
C 0.09 0.46 -1.16
N 1.47 0.69 -0.65
O 2.33 -0.03 -1.12
O 1.56 1.60 0.19
H -0.06 -0.60 -1.38
H -0.17 1.10 -2.00
H -0.58 0.78 -0.36
C -1.70 3.29 1.56
N -1.71 4.50 0.72
O -2.31 5.54 1.03
O -1.02 4.48 -0.31
H -0.93 3.39 2.32
H -1.50 2.42 0.94
H -2.69 3.17 2.01
C -4.72 2.28 -1.69
N -3.38 1.58 -1.72
O -3.28 0.52 -1.12
O -2.45 2.09 -2.33
H -4.76 2.96 -2.54
H -4.80 2.92 -0.81
H -5.47 1.49 -1.79
C -2.24 -3.06 -1.03
N -3.45 -3.90 -0.77
O -4.14 -4.26 -1.71
O -3.75 -4.04 0.40
H -1.90 -3.32 -2.03
H -1.47 -3.28 -0.29
H -2.44 -2.00 -0.93
C 2.91 3.85 2.70
Cl 1.43 4.72 2.08
Cl 3.02 4.03 4.42
H 2.82 2.80 2.45
H 3.76 4.38 2.28
C 5.46 -0.17 -1.26
Cl 5.79 1.34 -0.32
Cl 4.85 -1.53 -0.28
H 4.74 0.08 -2.04
H 6.39 -0.51 -1.70
```

**Spin multiplicity**: 1
**Energy above the lowest of the compared OMol25 structures with the same formula, charge and spin**: 10.8 kcal per mole
**Charge**: 0
**Orbital gap**: 9.39 eV
**HOMO**: -0.3617 Ha
**LUMO level**: -0.45 eV

***

2.
C12H24ClIN4O2PPm | ωB97M-V/def2-TZVPD

Structure (XYZ):
```
46
Properties=species:S:1:pos:R:3
C 2.26 -0.18 0.34
C 2.39 1.18 -0.28
H 3.26 -0.48 0.71
H 1.92 -0.95 -0.38
H 1.56 -0.13 1.18
O 2.18 2.24 0.31
I -0.32 1.76 -1.72
Pm -2.44 -0.19 -0.29
P 3.20 1.30 -1.98
C 3.16 3.01 -2.48
C 4.90 0.71 -1.80
H 1.77 -0.58 -2.58
H 3.13 -0.35 -3.71
H 1.73 0.76 -3.78
C 2.37 0.17 -3.12
H 4.92 -0.39 -1.86
H 5.46 1.13 -2.65
H 3.90 3.18 -3.27
H 3.40 3.66 -1.63
H 5.34 1.05 -0.86
H 2.16 3.29 -2.86
C -1.05 1.32 1.11
O -0.49 1.99 1.88
Cl -1.35 -2.14 -1.44
C -4.39 -1.20 1.87
N -2.87 -1.15 1.88
C -2.40 -2.59 1.97
N -2.93 -3.29 3.17
C -4.41 -3.26 3.13
N -4.96 -1.87 3.07
C -4.46 -1.16 4.28
N -2.97 -1.13 4.36
C -2.45 -0.47 3.15
C -2.48 -2.53 4.37
H -4.69 -1.76 0.97
H -4.76 -0.17 1.84
H -1.31 -2.60 2.04
H -2.75 -3.11 1.07
H -4.79 -3.73 4.05
H -4.75 -3.80 2.23
H -4.83 -0.13 4.25
H -4.83 -1.71 5.16
H -1.35 -0.47 3.21
H -2.82 0.57 3.13
H -2.85 -3.04 5.27
H -1.37 -2.51 4.37
```

**Spin multiplicity**: 5
**Energy above the lowest of the compared OMol25 structures with the same formula, charge and spin**: 0.0 kcal per mole
**Charge**: +2
**Orbital gap (alpha / beta)**: 7.11 / 7.37 eV
**HOMO (alpha / beta)**: -0.5435 / -0.5436 Ha
**LUMO level (alpha / beta)**: -7.68 / -7.42 eV

***

3.
C12H24F12Li3N6O36S12 | ωB97M-V/def2-TZVPD

Structure (XYZ):
```
105
Properties=species:S:1:pos:R:3
Li 6.82 0.49 3.41
Li 8.05 -0.01 0.69
Li 12.53 -0.74 1.74
N 8.93 0.13 -1.15
S 8.26 -0.98 -2.39
O 9.11 -1.31 -3.53
O 6.83 -1.05 -2.38
F 8.45 -2.33 -1.61
S 8.56 1.27 -2.17
O 7.19 1.73 -2.06
O 9.26 1.46 -3.43
F 9.27 2.46 -1.25
N 11.47 -1.65 0.33
S 10.14 -2.54 1.04
O 9.84 -3.95 0.70
O 9.07 -1.66 1.43
F 10.99 -2.70 2.40
S 12.07 -2.91 -0.45
O 11.51 -3.26 -1.75
O 12.78 -3.88 0.37
F 13.29 -2.11 -1.07
N 8.35 1.05 2.35
S 9.84 0.86 3.34
O 10.17 1.67 4.51
O 10.93 0.31 2.58
F 9.39 -0.47 4.19
S 8.71 2.60 2.22
O 9.89 3.05 1.44
O 8.17 3.45 3.22
F 7.55 2.84 1.14
N 15.07 -0.23 4.58
S 16.25 -1.20 4.40
O 16.13 -2.16 3.31
O 16.98 -1.48 5.65
F 17.23 -0.02 3.76
S 13.88 -1.42 4.73
O 13.94 -2.60 5.51
O 13.08 -1.49 3.54
F 12.97 -0.48 5.70
N 5.76 1.34 4.83
S 6.46 1.56 6.15
O 5.62 1.41 7.28
O 7.60 2.42 6.19
F 7.27 0.14 6.07
S 4.82 2.82 4.92
O 5.41 4.00 5.41
O 3.41 2.64 5.09
F 5.00 3.17 3.31
N 13.77 0.79 1.54
S 13.29 1.94 0.73
O 12.15 1.54 -0.09
O 14.23 2.93 0.17
F 12.63 2.78 1.98
S 15.23 0.42 0.69
O 16.45 0.88 1.34
O 15.30 0.35 -0.76
F 15.20 -1.14 1.16
C 4.06 2.57 -0.02
O 3.27 2.28 -1.10
C 2.14 1.52 -0.99
O 1.73 0.94 0.04
O 1.56 1.37 -2.26
C 0.41 0.56 -2.37
H 3.59 2.41 0.95
H 4.49 3.54 0.22
H 4.96 1.95 -0.02
H 0.33 -0.34 -1.76
H 0.43 0.12 -3.37
H -0.56 1.06 -2.36
C 9.52 -2.08 10.31
O 10.28 -1.04 9.73
C 9.73 -0.11 8.99
O 8.54 -0.02 8.70
O 10.71 0.69 8.52
C 10.54 1.73 7.63
H 10.20 -2.64 10.95
H 9.28 -2.82 9.55
H 8.72 -1.66 10.93
H 9.73 1.44 6.95
H 11.45 1.77 7.04
H 10.46 2.70 8.12
C 10.41 -3.51 5.41
O 11.40 -3.31 6.39
C 11.62 -4.20 7.38
O 11.26 -5.37 7.44
O 12.43 -3.60 8.31
C 12.88 -4.21 9.49
H 10.34 -4.44 4.86
H 10.35 -2.59 4.83
H 9.51 -3.34 6.02
H 13.67 -4.93 9.27
H 12.05 -4.77 9.93
H 13.40 -3.62 10.24
C 8.40 5.58 5.49
O 9.07 6.44 6.40
C 10.28 6.33 6.78
O 11.19 5.78 6.08
O 10.46 6.98 7.89
C 11.77 6.84 8.55
H 7.32 5.70 5.60
H 8.58 4.51 5.61
H 8.65 5.82 4.45
H 11.98 5.80 8.78
H 11.70 7.36 9.50
H 12.69 7.13 8.03
```

**Spin multiplicity**: 1
**Charge**: -3
**Orbital gap**: 7.32 eV
**HOMO**: -0.1279 Ha
**LUMO level**: 3.84 eV

***

4.
C12H24F6GeN2PdSbSe | ωB97M-V/def2-TZVPD

Structure (XYZ):
```
48
Properties=species:S:1:pos:R:3
Pd -0.30 0.32 0.20
Se 1.56 0.31 -1.43
C 3.07 0.08 -0.28
C 4.13 -0.73 -0.67
C 5.24 -0.91 0.16
C 5.29 -0.29 1.39
C 4.23 0.52 1.79
C 3.13 0.71 0.97
H 4.09 -1.23 -1.63
H 6.05 -1.55 -0.17
H 6.14 -0.43 2.04
H 4.25 1.00 2.76
H 2.29 1.31 1.31
N -1.07 3.39 -4.80
C -3.33 2.06 -2.58
C -2.06 1.58 -1.97
N -2.28 0.97 -0.63
H -1.91 3.05 -4.35
H -0.34 2.73 -4.55
H -0.83 4.25 -4.31
H -3.92 1.39 -3.19
H -3.82 2.91 -2.12
H -1.38 2.42 -1.80
H -1.55 0.86 -2.62
H -3.00 0.26 -0.71
H -2.75 1.77 -0.08
F -0.09 1.05 2.06
Sb -3.76 2.75 2.53
F -3.47 3.06 0.19
F -5.04 1.12 2.14
F -5.34 3.79 2.19
F -4.28 2.72 4.46
F -2.93 4.59 2.89
C -1.06 -4.16 1.31
Ge 0.20 -2.81 0.63
C 1.32 -2.17 2.08
C 1.24 -3.54 -0.85
C -0.89 -1.32 -0.03
H -0.50 -4.98 1.77
H -1.67 -4.56 0.51
H -1.70 -3.72 2.07
H 1.86 -3.01 2.53
H 0.71 -1.67 2.83
H 2.05 -1.44 1.70
H 2.13 -4.05 -0.47
H 1.57 -2.72 -1.49
H 0.65 -4.25 -1.43
H -1.93 -1.40 -0.35
```

**Spin multiplicity**: 2
**Energy above the lowest of the compared OMol25 structures with the same formula, charge and spin**: 104.7 kcal per mole
**Charge**: -2
**Orbital gap (alpha / beta)**: 4.38 / 4.38 eV
**HOMO (alpha / beta)**: -0.0404 / -0.0403 Ha
**LUMO level (alpha / beta)**: 3.28 / 3.28 eV

***

5.
C12H24FO12Pd | ωB97M-V/def2-TZVPD

Structure (XYZ):
```
50
Properties=species:S:1:pos:R:3
Pd 0.07 1.35 -1.59
F -0.46 0.22 0.06
C -2.73 2.21 0.88
O -2.75 3.58 0.48
C -1.86 3.90 -0.41
O -1.24 3.10 -1.10
O -1.78 5.21 -0.53
C -0.83 5.67 -1.51
H -3.52 2.07 1.61
H -1.81 1.88 1.35
H -2.85 1.51 0.05
H -0.74 6.74 -1.39
H -1.21 5.33 -2.47
H 0.14 5.18 -1.38
C -0.13 -1.35 -5.44
O 0.38 -2.13 -4.37
C 0.27 -1.71 -3.13
O 0.10 -0.55 -2.83
O 0.39 -2.74 -2.35
C 0.08 -2.65 -0.97
H -0.24 -1.96 -6.33
H 0.44 -0.46 -5.72
H -1.12 -1.00 -5.13
H 0.60 -1.80 -0.53
H 0.44 -3.57 -0.50
H -0.99 -2.56 -0.77
C 4.04 -0.59 -3.07
O 4.27 -0.13 -1.73
C 3.27 0.25 -0.99
O 2.17 0.60 -1.41
O 3.52 -0.03 0.27
C 2.46 0.01 1.26
H 3.74 -1.64 -3.04
H 4.96 -0.57 -3.65
H 3.29 0.05 -3.53
H 1.63 -0.62 0.99
H 2.22 1.05 1.44
H 2.98 -0.39 2.13
C -1.50 -0.59 2.72
O -2.13 -1.18 3.84
C -1.39 -1.97 4.60
O -0.21 -2.17 4.50
O -2.20 -2.53 5.48
C -1.58 -3.26 6.54
H -2.20 -0.34 1.93
H -0.78 -1.26 2.24
H -0.95 0.29 3.05
H -0.70 -3.75 6.13
H -2.28 -4.01 6.91
H -1.27 -2.70 7.42
```

**Spin multiplicity**: 3
**Energy above the lowest of the compared OMol25 structures with the same formula, charge and spin**: 0.0 kcal per mole
**Charge**: +1
**Orbital gap (alpha / beta)**: 9.44 / 6.68 eV
**HOMO (alpha / beta)**: -0.4711 / -0.4711 Ha
**LUMO level (alpha / beta)**: -3.38 / -6.14 eV

***

no.,calculated total energy (eV)
1,-92324.000
2,-69341.781
3,-258726.859
4,-163998.531
5,-43591.770